{"formula": "C39H66Cl50F3N3S2", "method": "wB97M-V/def2-TZVPD", "symbols": ["C", "C", "S", "C", "C", "C", "C", "C", "N", "C", "N", "S", "N", "C", "C", "C", "C", "C", "F", "C", "F", "F", "H", "H", "H", "H", "H", "H", "H", "H", "H", "H", "H", "H", "H", "H", "H", "H", "C", "Cl", "Cl", "H", "H", "C", "Cl", "Cl", "H", "H", "C", "Cl", "Cl", "H", "H", "C", "Cl", "Cl", "H", "H", "C", "Cl", "Cl", "H", "H", "C", "Cl", "Cl", "H", "H", "C", "Cl", "Cl", "H", "H", "C", "Cl", "Cl", "H", "H", "C", "Cl", "Cl", "H", "H", "C", "Cl", "Cl", "H", "H", "C", "Cl", "Cl", "H", "H", "C", "Cl", "Cl", "H", "H", "C", "Cl", "Cl", "H", "H", "C", "Cl", "Cl", "H", "H", "C", "Cl", "Cl", "H", "H", "C", "Cl", "Cl", "H", "H", "C", "Cl", "Cl", "H", "H", "C", "Cl", "Cl", "H", "H", "C", "Cl", "Cl", "H", "H", "C", "Cl", "Cl", "H", "H", "C", "Cl", "Cl", "H", "H", "C", "Cl", "Cl", "H", "H", "C", "Cl", "Cl", "H", "H", "C", "Cl", "Cl", "H", "H", "C", "Cl", "Cl", "H", "H"], "positions_angstrom": [[0.138, -0.751, 1.422], [1.359, -1.639, 2.046], [2.715, -1.718, 0.777], [4.381, -1.941, 1.571], [4.361, -2.110, 3.159], [4.703, -3.560, 3.746], [4.765, -3.879, 5.272], [5.154, -5.326, 5.881], [6.210, -5.243, 6.957], [4.466, -2.743, 6.348], [4.496, -2.831, 7.782], [4.116, -1.253, 8.331], [3.903, -0.438, 6.842], [4.133, -1.327, 5.714], [4.073, -0.959, 4.179], [3.771, 0.485, 3.535], [2.929, 1.501, 4.448], [3.876, 2.487, 5.331], [5.154, 2.949, 4.894], [3.378, 2.879, 6.619], [4.278, 2.779, 7.739], [2.046, 3.332, 6.842], [-0.163, -1.093, 0.371], [-0.772, -0.937, 2.115], [0.381, 0.365, 1.365], [0.951, -2.694, 2.212], [1.643, -1.144, 3.036], [4.858, -2.905, 1.136], [5.074, -1.045, 1.342], [4.936, -4.459, 3.057], [5.647, -5.947, 5.031], [4.225, -5.874, 6.260], [5.769, -5.137, 7.889], [6.824, -4.429, 6.814], [3.197, 0.291, 2.544], [4.739, 1.047, 3.221], [2.110, 1.001, 5.089], [2.363, 2.212, 3.723], [1.354, -1.520, -2.843], [-0.121, -2.154, -2.101], [1.525, 0.215, -2.554], [2.215, -2.036, -2.418], [1.312, -1.697, -3.918], [2.396, 2.802, -5.621], [3.308, 2.671, -4.113], [2.158, 1.215, -6.363], [1.423, 3.243, -5.408], [2.945, 3.438, -6.314], [-2.453, -0.166, -4.477], [-1.047, 0.001, -5.537], [-2.475, 1.099, -3.242], [-3.357, -0.091, -5.076], [-2.414, -1.139, -3.988], [-5.319, -2.705, -5.400], [-3.687, -2.932, -6.040], [-5.406, -1.275, -4.362], [-6.011, -2.580, -6.231], [-5.596, -3.582, -4.817], [-2.354, 3.039, -7.575], [-2.441, 3.340, -9.315], [-0.755, 3.431, -6.935], [-3.097, 3.657, -7.072], [-2.561, 1.986, -7.388], [0.445, 5.858, 8.733], [0.339, 5.505, 10.461], [-1.155, 6.164, 8.045], [1.066, 6.741, 8.589], [0.892, 5.006, 8.224], [5.526, -0.957, -3.616], [5.403, -1.255, -1.874], [3.938, -0.659, -4.333], [6.157, -0.086, -3.779], [5.969, -1.828, -4.093], [-3.893, 3.569, 9.268], [-3.999, 3.217, 10.998], [-5.493, 3.874, 8.580], [-3.271, 4.453, 9.124], [-3.445, 2.716, 8.760], [8.745, 0.368, -1.415], [8.644, 0.650, -3.158], [10.372, 0.703, -0.809], [8.037, 1.023, -0.909], [8.498, -0.673, -1.210], [-4.947, 1.738, -11.468], [-6.690, 1.690, -11.764], [-4.388, 0.242, -10.709], [-4.430, 1.868, -12.418], [-4.723, 2.576, -10.808], [2.615, 1.108, 11.397], [0.935, 1.582, 11.674], [2.965, 0.968, 9.669], [3.272, 1.861, 11.831], [2.794, 0.144, 11.873], [-7.846, 3.907, 11.348], [-8.797, 2.525, 11.909], [-8.885, 5.285, 10.970], [-7.146, 4.195, 12.132], [-7.298, 3.619, 10.452], [-8.590, 0.393, -8.957], [-10.333, 0.345, -9.253], [-8.029, -1.103, -8.200], [-8.073, 0.524, -9.907], [-8.366, 1.230, -8.297], [3.144, -4.272, 11.108], [3.434, -2.554, 10.803], [3.183, -5.204, 9.607], [3.916, -4.648, 11.778], [2.165, -4.388, 11.571], [-11.264, 0.373, 10.326], [-11.371, 0.530, 8.568], [-12.860, 0.485, 11.076], [-10.826, -0.595, 10.568], [-10.633, 1.171, 10.714], [-6.681, -0.766, -0.917], [-8.423, -0.905, -0.649], [-5.791, -1.965, 0.030], [-6.472, -0.924, -1.974], [-6.356, 0.231, -0.621], [-0.145, -4.129, 8.167], [1.245, -3.948, 7.091], [-0.150, -2.881, 9.420], [-1.060, -4.045, 7.581], [-0.099, -5.108, 8.643], [9.360, 4.587, -1.633], [7.879, 4.030, -0.844], [9.607, 6.319, -1.379], [10.208, 4.044, -1.217], [9.286, 4.392, -2.702], [-9.808, -3.357, 2.120], [-8.891, -3.490, 3.625], [-10.049, -4.943, 1.376], [-10.781, -2.916, 2.336], [-9.260, -2.720, 1.426], [-13.717, -0.359, -8.805], [-14.945, -0.644, -10.044], [-13.710, -1.654, -7.602], [-12.738, -0.314, -9.281], [-13.929, 0.586, -8.306], [-4.845, 5.369, -12.463], [-4.967, 5.073, -10.724], [-6.436, 5.658, -13.176], [-4.218, 6.244, -12.630], [-4.396, 4.498, -12.939], [6.638, -5.156, -4.323], [8.040, -5.020, -5.397], [6.633, -3.891, -3.089], [5.729, -5.068, -4.917], [6.666, -6.128, -3.833], [10.533, -2.435, -4.100], [10.421, -2.705, -2.355], [8.947, -2.087, -4.795], [11.194, -1.589, -4.285], [10.938, -3.330, -4.571], [13.463, -3.540, -6.254], [12.452, -4.849, -5.628], [12.487, -2.132, -6.691], [14.180, -3.250, -5.487], [13.991, -3.893, -7.138], [-8.696, 6.155, -15.805], [-8.062, 5.049, -17.030], [-9.295, 7.647, -16.539], [-9.514, 5.667, -15.277], [-7.899, 6.400, -15.104]], "forces_ev_per_a": [[-0.084, -0.582, 0.246], [-1.464, 0.406, 0.113], [-0.100, 0.347, 0.402], [1.209, -0.423, 1.806], [-0.060, 0.055, 4.002], [-0.322, 1.125, 3.823], [-0.591, 1.604, -1.535], [0.833, 0.566, -1.190], [-1.173, 0.167, 0.028], [0.142, 0.452, -1.601], [-0.520, 2.587, -4.399], [0.510, -1.750, -5.049], [0.873, -2.794, -1.494], [0.020, -0.127, 2.965], [0.938, -3.212, -1.441], [0.116, -0.213, 0.190], [0.051, 1.944, -1.131], [-2.312, 0.567, 2.324], [-2.447, -2.066, 1.286], [2.405, -0.638, -1.649], [-2.845, 1.653, -2.573], [3.405, -2.084, 0.150], [0.582, 0.420, 1.564], [1.480, 0.497, -1.126], [-0.230, -1.611, 0.215], [0.738, 1.496, -0.005], [-0.089, -0.968, -1.423], [-0.829, 1.726, 0.705], [-1.270, -1.345, 0.140], [-0.454, 1.843, 1.111], [-1.189, 0.994, 1.228], [1.333, 0.851, -0.467], [0.361, 0.133, -0.982], [-0.553, -0.547, 0.014], [0.903, 0.352, 1.761], [-1.420, -1.189, 0.629], [1.749, 0.791, -0.721], [0.869, -1.307, 0.974], [0.244, 0.023, -0.100], [-0.126, -0.164, -0.104], [-0.370, -0.077, 0.209], [-0.194, 0.133, 0.088], [-0.141, 0.096, 0.187], [-0.048, 0.205, -0.022], [0.032, 0.364, -0.032], [-0.087, 0.098, -0.217], [0.154, -0.211, 0.087], [-0.008, -0.209, 0.112], [-0.003, -0.138, -0.052], [0.023, -0.068, -0.034], [-0.105, -0.006, 0.041], [0.354, 0.134, 0.072], [0.106, 0.220, -0.033], [-0.213, -0.319, -0.140], [-0.055, -0.061, -0.051], [-0.424, -0.100, 0.048], [0.179, 0.119, 0.125], [0.142, 0.202, -0.004], [-0.182, -0.168, 0.260], [0.034, -0.057, 0.060], [-0.138, 0.043, -0.012], [0.197, 0.008, -0.140], [0.179, 0.125, -0.095], [0.322, -0.051, -0.065], [0.078, -0.021, -0.018], [-0.018, 0.038, -0.130], [-0.219, -0.081, 0.082], [-0.176, 0.074, 0.125], [0.084, 0.184, -0.416], [0.064, 0.147, 0.077], [0.635, -0.256, -0.266], [-0.226, -0.049, 0.138], [-0.165, 0.176, 0.191], [0.315, 0.038, -0.112], [0.077, -0.017, 0.017], [0.060, 0.036, -0.202], [-0.197, -0.116, 0.103], [-0.184, 0.080, 0.134], [-0.284, -0.084, 0.272], [0.014, 0.335, 0.208], [-0.036, 0.048, 0.069], [0.196, 0.017, -0.154], [0.169, 0.113, -0.166], [0.277, 0.107, 0.083], [-0.001, 0.192, -0.174], [0.063, 0.046, 0.000], [-0.160, -0.174, 0.090], [-0.142, -0.332, -0.082], [0.129, -0.048, 0.242], [0.028, -0.017, 0.078], [-0.344, 0.664, 0.473], [-0.162, -0.043, -0.176], [-0.125, 0.108, -0.149], [0.284, 0.096, -0.111], [0.119, -0.063, 0.129], [0.083, 0.026, -0.021], [-0.218, -0.059, -0.064], [-0.228, 0.024, 0.194], [0.235, 0.202, -0.079], [0.114, 0.139, -0.029], [0.084, 0.009, 0.015], [-0.167, -0.166, 0.213], [-0.130, -0.201, -0.028], [-0.025, -0.268, 0.231], [-0.127, -0.195, 0.664], [-0.042, -0.161, 0.248], [-0.045, 0.127, -0.201], [0.107, 0.118, -0.200], [0.228, -0.019, 0.146], [0.111, -0.012, -0.010], [0.035, -0.020, 0.097], [-0.183, 0.110, -0.110], [-0.254, -0.098, -0.181], [0.212, 0.176, -0.126], [-0.072, 0.089, -0.087], [0.060, 0.041, -0.062], [-0.128, -0.101, 0.255], [-0.109, -0.201, 0.076], [-0.128, -0.229, -0.090], [-0.112, 0.018, -0.184], [-0.046, -0.024, 0.074], [0.189, 0.106, 0.090], [0.115, 0.205, -0.023], [0.232, -0.162, -0.165], [-0.013, -0.119, -0.020], [0.068, -0.015, -0.051], [-0.195, 0.114, 0.038], [-0.098, 0.088, 0.194], [-0.057, 0.261, -0.122], [-0.008, 0.106, 0.008], [-0.055, 0.045, -0.085], [0.147, -0.187, 0.047], [0.004, -0.221, 0.147], [0.128, 0.185, 0.005], [0.030, 0.093, -0.048], [0.095, 0.071, 0.033], [-0.322, -0.178, 0.061], [-0.066, -0.216, -0.052], [0.184, 0.028, -0.116], [-0.011, 0.276, -0.069], [0.107, -0.047, 0.015], [-0.189, -0.099, 0.100], [-0.173, 0.091, 0.096], [-0.072, -0.268, -0.073], [-0.223, -0.521, -0.092], [-0.052, -0.594, 0.165], [0.204, 0.086, 0.058], [0.091, 0.213, -0.033], [0.083, 0.058, -0.079], [0.063, -0.069, 0.082], [0.312, 0.249, -0.327], [-0.229, -0.067, 0.153], [-0.319, 0.251, 0.257], [0.300, 0.018, -0.028], [0.228, -0.270, -0.105], [0.163, 0.062, -0.197], [-0.222, -0.030, -0.060], [-0.217, 0.037, 0.108], [-0.029, -0.030, 0.234], [0.034, -0.066, 0.101], [-0.022, 0.028, 0.102], [0.082, 0.073, -0.207], [-0.131, 0.033, -0.325]], "lumo_ev": -1.057, "molar_mass_g_mol": 2470.8, "e_tot_ha": -25795.02164, "homo_lumo_gap_ev": 7.17, "de_lowest_kcal_mol": 209.6}